(1)
Here is a 7-piece molecular cluster, C36H70ClO15 overall from OMol25. Energies are from ωB97M-V with the def2-TZVPD basis set.

## Properties
**Total charge**: -1
**E_HOMO**: -2.72 eV
**Electronic energy**: -3002.5092 a.u.
**Molar mass**: 778.39 g/mol
**Spin multiplicity**: 1

```
122
C36H70ClO15 (ωB97M-V with the def2-TZVPD basis set)
H -0.8243 0.0626 8.7453
H -3.1648 6.6966 3.6729
H -2.4851 -4.7576 0.5347
C 4.0424 2.2098 1.8132
C 0.1692 2.5666 -4.5844
H -2.7572 -7.8594 -7.7975
H -1.4519 1.5080 9.5546
C -2.4585 3.2545 6.5822
H 0.8985 -3.7140 -0.5651
C -1.1793 1.0819 8.5890
O -1.4824 5.9926 1.6544
H 0.6038 3.2789 -3.8827
C 2.4934 1.5849 -1.2479
H -3.3431 -4.8108 2.0697
H 5.8877 0.6213 2.9003
O 6.3534 1.1630 3.5518
H -0.3593 1.6680 8.1755
O -1.0516 -1.9002 -0.9305
C 4.4115 3.1097 -1.0803
C -1.0004 1.4969 -0.1137
C -3.4358 -5.0081 1.0019
C -1.6837 -8.0292 -7.7186
O -1.0241 -1.8302 1.2592
O -1.5393 -6.5127 -3.6795
H 1.4640 2.5646 0.4316
H -0.3577 3.4391 6.4078
H -4.7503 -6.7282 1.1537
H 3.6727 1.5792 2.6336
H -3.4688 6.6125 1.6588
H -0.9341 1.9092 5.7398
C 0.4211 1.1650 -4.0798
H 5.1453 4.0161 2.4208
H -0.7208 2.9878 1.4289
C 3.5339 4.3705 -1.0661
C 0.4112 -0.3273 -6.0129
H 0.3910 -8.2889 -5.6081
H -4.2009 -4.3450 0.5981
H -1.6674 3.5414 0.0316
H -3.7386 -7.9224 4.2511
H 5.3225 3.3097 -0.5088
C -0.2351 -8.2015 -4.7256
C 1.3689 1.6873 -0.2202
H -0.9032 2.7528 -4.6570
C 5.7467 2.3978 3.6308
O -0.1058 -1.2472 -6.5985
C -2.6828 -7.8071 2.4255
H 2.7121 4.1977 -0.3646
H -2.3563 5.5516 4.7717
H -1.1895 -5.9335 -7.7632
H -0.8664 -9.0884 -4.6576
H -3.8548 -6.6263 -0.3521
H -2.1449 0.6297 6.6997
O -2.9428 2.3822 7.4934
H 0.6136 2.7356 -5.5666
H -1.6291 7.1328 4.4392
O -1.5491 -6.4350 -5.8653
C 3.9306 1.8127 -0.8178
H -0.7078 -1.5342 -2.8704
C -3.5275 -7.1644 3.5020
H -1.5224 -8.9116 -7.0991
H 2.2811 0.8082 -5.7584
C -1.1684 2.9630 5.8539
H 2.2612 2.2460 -2.0897
O 0.1276 1.7559 -0.9180
C 4.2612 1.3040 0.5657
H 3.0909 4.5062 -2.0544
O -1.8925 -8.6762 2.6768
H -1.2113 3.4332 4.8738
C -1.1357 -6.9892 -4.7045
H 3.7306 6.2445 0.0451
H 0.5659 -2.4693 -2.1171
H -0.8067 0.6620 0.5704
C -2.1662 8.3226 1.3547
O -0.5652 4.7920 3.2388
H 6.1226 2.8050 1.5777
H -2.6084 6.6102 0.1285
C -0.6353 -2.3666 0.2523
O -3.0616 4.2829 6.4115
C -0.5169 -2.3596 -2.1861
H 2.4010 0.5620 -1.6605
H -1.2899 -8.2347 -8.7148
O 5.6093 2.9114 4.7028
H -0.3230 -4.4693 0.4595
H -2.9312 -6.3794 3.9685
H 0.3895 -8.1624 -3.8377
C -1.4706 2.6972 0.6946
C 1.6832 0.3159 -6.5185
C -2.3792 1.0750 7.6665
C -3.7877 -6.4514 0.7203
H 0.0745 -6.9306 -7.0714
C 0.2795 -3.5725 0.3157
H -1.2262 8.5402 0.8479
C 4.2769 5.6575 -0.6966
H 0.9206 -3.4469 1.1841
H -3.1926 0.4951 8.1003
C -1.0069 -6.8057 -7.1383
O -2.7681 -7.3653 1.1538
H 5.3276 1.0026 0.6023
H -0.8260 -3.9131 -3.6388
H -2.0574 8.5879 2.4063
H 1.4065 1.0545 -7.2720
Cl 5.2254 3.3288 -3.0001
H 5.2559 5.4285 -0.2648
H -1.7997 1.1516 -0.7759
C -2.2071 6.3128 4.0121
C -1.1985 -3.6236 -2.6571
H 1.3635 0.7941 0.4209
C -2.5174 6.8590 1.1849
H -2.9487 8.9475 0.9222
H -4.4571 -6.7266 3.1523
H 2.2739 -0.4575 -7.0017
H -0.0331 1.0326 -3.1018
H -2.2734 -3.4612 -2.7379
O -0.1932 0.1561 -4.9174
H 4.4536 6.2969 -1.5623
H -1.0324 -4.4597 -1.9779
C 5.3191 2.9488 2.3018
H 3.2535 2.9457 1.6528
H 3.7051 0.3716 0.7354
H 1.4826 0.9593 -3.9573
H -2.3808 2.4271 1.2362
C -1.3706 5.6379 2.9513
```



(2)
Here is C35H16F4N7PdS2 as an isolated structure from OMol25. Energies are from ωB97M-V with the def2-TZVPD basis set.

## Properties
**Total charge**: +1
**E_HOMO (spin up / spin down)**: -10.11 / -10.11 eV
**Electronic energy**: -3049.9347 a.u.
**Molar mass**: 781.11 g/mol
**Energy relative to the best compared isomer or geometry (same formula, charge and spin)**: 69.8 kcal per mole
**Spin multiplicity**: 1

```
65
C35H16F4N7PdS2 (ωB97M-V with the def2-TZVPD basis set)
C -1.4422 7.5191 0.2094
C 0.1649 2.2432 0.6088
F 0.8366 -4.9878 -1.8529
C -1.4265 -5.3495 -2.4894
N 2.4271 -9.5047 -4.8303
S 2.4493 3.5895 1.4081
H -2.0864 3.7839 -0.4965
C -1.5242 0.6133 0.6066
H -0.0909 2.7708 4.5499
N 1.7400 0.4058 1.1924
C -2.7455 0.0251 0.3066
C -0.0313 -5.7246 -2.5409
H 0.7530 2.1277 -0.3061
H 0.5540 0.5544 3.6595
H 0.3975 4.4081 0.6056
H -2.9309 -1.0132 0.5499
C 4.9076 0.2128 3.0416
C -3.2471 -3.8756 -1.6671
H 4.2715 3.5085 3.3721
C 0.1346 3.7423 2.6185
N -1.5187 -10.3497 -6.0325
C -1.2820 1.9590 0.3093
N -0.4470 -2.6799 -0.3547
C -0.2952 6.3449 1.9224
C -1.4873 6.6282 1.2732
H -2.3476 7.7693 -0.3308
C 3.8342 -0.1480 2.2582
C -3.4967 2.1586 -0.5528
C -0.8858 -9.5925 -5.4460
N -0.3237 8.1061 -0.2058
H 5.6221 -0.5431 3.3407
C 2.8678 0.7879 1.8584
H 3.6912 -1.1819 1.9678
H -4.6856 0.3770 -0.5220
C -1.8777 -4.2941 -1.7513
C 0.5907 3.5440 1.2377
C 5.0564 1.5276 3.4853
C 0.4164 -6.7725 -3.2464
C -1.0262 -3.4535 -0.9685
F 1.7074 -7.0399 -3.2387
N -0.4837 0.0203 1.3420
S -0.2721 5.2275 3.3060
C 0.8044 7.8329 0.4395
C 4.1447 2.4743 3.0770
H -2.4209 6.1794 1.5856
F -3.5976 -5.8809 -3.3023
C -2.2683 2.7422 -0.2570
C -3.7243 0.8122 -0.2832
C -2.3093 -6.1796 -3.2814
C 0.1022 2.6181 3.4955
C -0.0280 -8.7188 -4.6987
C 0.4348 1.4099 3.0050
C 1.3476 -9.1236 -4.7435
C 3.0780 2.1472 2.2211
N -4.3030 -3.4393 -1.5506
H 1.6975 8.3330 0.0841
H -4.2793 2.7520 -1.0059
C 0.8782 6.9583 1.5183
F -2.7371 -7.9404 -4.6810
C -1.8692 -7.2337 -3.9860
Pd 0.8116 -1.2074 0.5130
H 1.8197 6.7621 2.0123
C -0.4705 -7.6300 -4.0162
C 0.5384 1.0811 1.5334
H 5.8822 1.8065 4.1238
```



(3)
Here is C15H13Br2FeN5 as an isolated structure from OMol25. Energies are from ωB97M-V with the def2-TZVPD basis set.

## Properties
**Total charge**: +3
**E_HOMO (spin up / spin down)**: -18.30 / -18.51 eV
**Electronic energy**: -7263.8788 a.u.
**Molar mass**: 478.96 g/mol
**Energy relative to the best compared isomer or geometry (same formula, charge and spin)**: 22.0 kcal per mole
**Spin multiplicity**: 6

```
36
C15H13Br2FeN5 (ωB97M-V with the def2-TZVPD basis set)
C 3.4779 -2.8761 2.5834
C -0.4905 0.3594 -3.1963
H 1.1773 -0.9550 -2.6759
H -0.8650 5.2473 1.2948
H -1.3560 0.5353 -6.4715
Fe -1.3494 1.2851 -0.2966
C -2.3680 1.4990 -4.8404
C 0.7774 -0.7541 1.0531
H 3.3932 -3.8298 4.5172
H 4.4543 -3.2808 2.3580
H -3.1263 1.9758 -5.4447
H -2.6567 5.0154 1.1731
Br -1.5236 2.9324 2.0450
C 2.8820 -3.1831 3.8198
C 0.4671 -0.2188 -2.2990
C -2.3779 1.6587 -3.4456
C 1.6494 -2.6657 4.1496
N -1.4826 1.1045 -2.6576
C -0.9573 -0.6643 2.5744
C -1.6727 4.5666 1.0213
C 2.8345 -2.0571 1.6670
H -1.9538 -0.3347 2.8395
H -3.1579 2.2439 -2.9758
N 1.1896 -0.5207 -0.1686
H -0.7413 -1.6664 4.3394
C 1.5686 -1.5440 1.9598
Br -1.4376 4.0293 -0.8314
N -0.4786 -0.3155 1.4105
C -0.4326 0.1201 -4.5792
C -1.3845 0.7017 -5.4023
H 1.1934 -2.8793 5.1049
N -0.2978 -1.4145 3.4557
H 0.3457 -0.5067 -4.9887
C 0.9675 -1.8730 3.2174
N 0.4341 0.0772 -1.0355
H 3.2979 -1.8123 0.7252
```



(4)
Here is C33H26AsCrN4O11S2Se2 as an isolated structure from OMol25. Energies are from ωB97M-V with the def2-TZVPD basis set.

## Properties
**E_HOMO (spin up / spin down)**: -8.76 / -8.76 eV
**Electronic energy**: -11199.4422 a.u.
**Molar mass**: 1003.56 g/mol
**Energy relative to the best compared isomer or geometry (same formula, charge and spin)**: 11.4 kcal per mole
**Spin multiplicity**: 4

```
80
C33H26AsCrN4O11S2Se2 (ωB97M-V with the def2-TZVPD basis set)
As -3.4114 -2.3296 0.7321
H 6.3067 2.7371 0.9812
C -1.2363 -3.8830 -0.7062
N -0.0074 3.4144 0.2426
H 2.8993 3.0809 -1.4265
Se 0.5577 1.3245 -1.5448
C 4.0109 0.2060 -0.8229
S -0.0095 -2.6661 -0.3070
H 0.1941 -5.0125 -1.8072
H 2.6345 -2.0936 5.3968
H 5.4652 0.2478 -2.3999
C 2.1790 3.5127 -0.7449
O -2.6342 -2.1347 2.2642
N -2.5865 1.8473 -0.1687
H 3.4611 5.0898 -0.0511
C 3.7312 -3.2862 2.4204
N -2.1846 0.0312 -2.6924
H -4.0952 -2.0204 -4.5263
C -3.2806 3.2688 1.4148
C 6.0119 1.5368 -0.7731
C 5.1911 0.6262 -1.4238
Cr -1.5622 0.0868 -0.6119
O -4.9877 -2.6596 0.8640
C -2.5608 2.0989 1.1281
C 0.9209 2.9599 -0.5770
C -2.9582 -1.0096 -3.0357
S 2.1194 0.2269 1.1768
O -0.4712 -1.4747 -1.1308
H -4.4969 -4.6395 -0.3245
Se -0.6927 2.3905 -3.2418
H -3.5436 -0.3112 -6.2788
C 1.5389 5.1071 0.9119
H -3.1739 -1.7029 -2.2373
C 3.4814 -3.2297 3.7867
C -3.5221 4.0122 2.6845
C -2.5593 -3.7602 -0.2772
O 1.2608 -3.1250 -0.7882
C -3.4687 -1.1681 -4.3081
O -1.0267 0.3500 1.2315
H 1.9286 -0.2118 3.9151
C -0.8394 -4.9463 -1.4970
C 0.3023 4.4749 0.9782
C 2.7186 -1.1439 2.1662
O -1.6108 1.3390 3.1519
C -3.7489 3.6899 0.1860
C 2.8392 -2.1314 4.3350
C 4.4875 1.6111 1.0880
O 1.7550 1.3131 2.1183
H -3.4217 2.8395 -1.7305
H 1.7446 5.9562 1.5483
H -2.4624 2.6826 3.6139
C 2.4876 4.6248 0.0291
H -0.4669 4.8314 1.6542
O -3.0044 3.5046 3.7882
C -2.3259 0.8312 -4.9382
N -3.3134 2.8136 -0.7318
H -1.4464 -6.7527 -2.4786
C 3.3443 -2.2423 1.5984
H -1.6784 -1.9924 2.1221
C -3.4718 -4.7392 -0.6593
O -0.1236 -2.3815 1.1026
H 3.7804 -4.0539 4.4214
H -4.3448 4.5488 -0.0707
C 2.4448 -1.0772 3.5212
C -1.6803 1.2020 1.9402
H -2.0234 1.5602 -5.6765
H 3.5152 -2.2960 0.5315
H 6.9292 1.8671 -1.2433
C -1.8550 0.9194 -3.6348
C -1.7625 -5.9175 -1.8673
H 4.1727 1.9939 2.0509
C -3.0751 -5.8143 -1.4479
C -3.1607 -0.2215 -5.2709
H 4.2200 -4.1517 1.9931
C 5.6609 2.0275 0.4796
O -3.0971 -0.8882 -0.1579
H -3.7985 -6.5694 -1.7269
H 3.3517 -0.4904 -1.3295
O -4.1457 5.0444 2.6692
C 3.6797 0.6968 0.4291
```



(5)
Here is C23H30F8K2N3O33S6 as an isolated structure from OMol25. Energies are from ωB97M-V with the def2-TZVPD basis set.

## Properties
**Total charge**: -1
**E_HOMO**: -6.11 eV
**Electronic energy**: -7929.6692 a.u.
**Molar mass**: 1299.06 g/mol
**Spin multiplicity**: 1

```
105
C23H30F8K2N3O33S6 (ωB97M-V with the def2-TZVPD basis set)
O -4.8221 -3.4617 -0.3781
H 4.4070 4.3886 0.6008
H -3.4081 -4.1373 -7.1833
O 0.9516 0.5680 4.4257
K 0.4990 3.3330 -2.8932
N -0.6006 6.5995 1.1260
O -1.4051 -1.7282 1.5229
F 4.5320 -2.8282 1.2765
O -4.3668 -0.6680 0.8410
S 1.2049 1.1791 0.0233
O 6.9636 3.3351 3.9883
F -5.2890 0.4593 2.7150
S -0.5874 0.0763 -1.2310
H 3.0489 -1.5666 1.7918
C -3.2978 -4.9942 -1.2654
H -5.7724 -2.4860 -6.6439
O -4.9120 2.9637 -3.0451
O -0.0185 4.6232 2.6864
H 4.7426 3.1244 -0.5817
C 4.1334 -1.6018 1.7663
O 1.5874 5.2666 0.9016
H -0.2464 -3.9273 -0.7086
C -4.9015 -4.6028 0.3115
H -2.2392 -4.9089 -1.0280
C -5.2956 1.6357 -2.7129
H -4.1428 -3.1271 -2.2617
O -3.3088 4.3906 -2.3067
H 6.7930 5.9316 0.7099
C -0.2910 -5.4167 1.7381
O -4.0656 -1.5078 -5.8128
O -3.7097 2.4691 -1.2613
C 7.2526 4.9922 1.0231
C -3.3082 -2.1357 -4.8910
O -5.6807 -4.8332 1.1756
O -0.0802 -5.7104 0.4172
O -4.0229 -5.5200 -0.1623
C 1.1301 -3.8215 0.9433
C 6.4102 3.7496 0.6363
O 6.1221 3.1772 1.9011
O 7.4608 4.8659 2.4105
H -3.3355 -6.8186 -2.3347
O -0.4335 -1.3506 -1.2090
F -2.4733 6.7050 -0.3473
H 4.1040 0.3538 1.0640
H 8.2033 4.9637 0.4870
S -4.5050 -0.9038 2.2611
H 0.9854 -2.7443 0.8607
O -2.8988 -3.3073 2.6780
H -2.8911 -5.3838 -3.3115
C 4.7951 -0.4869 0.9646
C -3.5505 -5.7680 -2.5352
O 6.3257 -0.1712 3.9428
H 4.8896 1.9233 4.4555
H -4.5271 -2.1999 -7.7383
O -1.0383 -6.0312 2.4237
O -2.8607 -1.5935 -3.9339
S 0.5096 5.5941 1.7889
H -5.2187 1.3769 -0.5006
O 1.9492 2.1939 3.2122
C 0.4808 -4.5644 -0.2043
O -1.6336 0.6317 -0.4496
H 2.1876 -4.0506 1.0940
O -5.4605 -1.8839 2.6816
O 3.0875 1.1657 4.8201
C -3.9696 -3.7732 -6.3273
C 5.7277 -0.5331 2.9878
H -6.3746 1.5211 -2.6259
H -4.9417 0.9957 -3.5263
H 5.0188 -0.7584 -0.0598
C -4.6835 -2.4234 -6.6793
S -1.4926 5.6130 0.2961
O 5.9448 -0.1277 1.7318
O 0.4359 -4.3434 2.0777
F -1.0870 0.3328 -2.7491
N -3.2303 -0.6771 3.0990
H -2.9302 -2.8440 -1.0759
C -4.5861 1.3211 -1.3813
O -2.4260 4.8105 1.0173
C 3.2339 2.8181 3.2416
H 3.7673 2.4492 2.3604
O 1.7294 0.0279 0.6945
C -3.9039 3.3559 -2.2269
C 3.8686 2.2997 4.5158
O -3.1783 -3.4359 -5.2054
F 2.6267 1.9620 -0.2751
H 5.3245 4.7917 -0.8928
H 1.2489 -4.9158 -0.8968
O 0.3845 2.0707 0.7506
F -1.3483 -1.9329 3.8443
N 0.8390 0.9845 -1.4699
C 5.1343 4.0351 -0.1322
H -3.9888 0.4172 -1.3631
C -3.7665 -3.5076 -1.3105
F 1.1778 6.6658 2.7669
C 1.8796 1.2535 4.1704
K 2.2827 0.3153 -3.7106
H -4.5838 -5.6491 -2.8659
H -4.7048 -4.4992 -5.9823
C 6.8857 3.7378 2.8794
O -0.8187 5.0107 -0.8297
H 3.0924 3.8949 3.1867
F 3.8225 3.2452 5.5054
H 7.0938 3.1065 0.0732
O 4.6770 -1.4144 3.0495
S -2.3395 -1.9960 2.6030
```



> The lowest electronic energy belongs to which entry?

C33H26AsCrN4O11S2Se2